No. 1
{"formula": "C11H14N2", "method": "ωB97M-V/def2-TZVPD", "total_charge": 0, "e_above_lowest_kj_mol": 557.58, "e_tot_ev": -14608.6415, "orbital_gap_ev": [6.94, 6.94], "species": ["C", "C", "C", "C", "C", "C", "C", "C", "C", "C", "C", "N", "N", "H", "H", "H", "H", "H", "H", "H", "H", "H", "H", "H", "H", "H", "H"], "positions_angstrom": [[-1.635, -1.461, 1.988], [-1.138, 0.590, 1.631], [-1.529, -0.026, 0.321], [-0.659, 1.789, 1.998], [-0.329, 2.804, 1.092], [0.205, 2.678, -0.161], [0.236, 1.470, -0.913], [1.155, 0.493, -0.565], [2.226, 0.601, 0.419], [1.026, -0.718, -1.469], [-2.227, -2.363, -0.192], [-1.308, -0.452, 2.643], [-1.812, -1.291, 0.652], [-1.768, -2.528, 2.359], [-0.622, 1.997, 3.043], [-0.197, 3.852, 1.572], [0.567, 3.599, -0.687], [-0.453, 1.358, -1.663], [2.222, 0.116, 1.399], [1.980, 1.653, 0.766], [3.210, 0.504, -0.034], [0.072, -0.759, -2.008], [0.778, -1.673, -0.964], [1.860, -0.871, -2.166], [-3.202, -2.551, 0.161], [-2.257, -1.882, -1.082], [-1.532, -3.299, -0.046]]}

---

No. 2
{"formula": "C11H14N2O", "method": "ωB97M-V/def2-TZVPD", "total_charge": 0, "e_above_lowest_kj_mol": 126.71, "smiles": "Cc1ccc(O)cc1.Cc1c[nH]cn1", "e_tot_ev": -16661.5993, "orbital_gap_ev": 8.55, "species": ["C", "C", "C", "C", "C", "O", "C", "C", "H", "H", "H", "H", "H", "H", "H", "H", "C", "C", "C", "N", "C", "N", "H", "H", "H", "H", "H", "H"], "positions_angstrom": [[-4.739, 1.298, 0.406], [-3.349, 0.932, -0.104], [-2.196, 1.288, 0.541], [-0.945, 0.795, 0.152], [-0.862, 0.214, -1.133], [0.326, -0.118, -1.661], [-2.036, -0.072, -1.870], [-3.265, 0.236, -1.306], [-4.728, 2.257, 0.916], [-5.139, 0.569, 1.115], [-5.464, 1.278, -0.410], [-2.293, 1.717, 1.537], [-0.009, 1.051, 0.631], [1.010, -0.097, -0.980], [-1.825, -0.493, -2.842], [-4.141, 0.009, -1.894], [1.947, -2.127, 0.045], [2.980, -1.136, 0.448], [4.127, -1.275, 1.183], [4.708, -0.020, 1.201], [3.871, 0.829, 0.489], [2.850, 0.160, 0.067], [2.139, -3.022, 0.643], [2.016, -2.390, -1.016], [0.873, -1.956, 0.125], [4.667, -2.112, 1.584], [5.397, 0.323, 1.864], [4.082, 1.860, 0.270]]}

---

No. 3
{"formula": "C11H14N2O2", "method": "ωB97M-V/def2-TZVPD", "total_charge": 0, "e_above_lowest_kj_mol": 314.01, "smiles": "CN1c2ccccc2C(C)(C)[C@@H]1[N+](=O)[O-]", "e_tot_ev": -18705.2354, "orbital_gap_ev": 8.73, "species": ["C", "N", "C", "C", "C", "C", "C", "C", "C", "C", "C", "C", "N", "O", "O", "H", "H", "H", "H", "H", "H", "H", "H", "H", "H", "H", "H", "H", "H"], "positions_angstrom": [[0.925, 2.447, -1.500], [0.561, 1.290, -0.738], [-0.675, 0.971, -0.031], [-1.706, 1.705, 0.470], [-2.808, 1.115, 1.102], [-2.818, -0.274, 1.365], [-1.779, -1.034, 0.885], [-0.710, -0.371, 0.296], [0.552, -1.062, -0.186], [0.272, -1.736, -1.486], [1.168, -2.148, 0.751], [1.493, 0.165, -0.393], [2.227, 0.589, 0.906], [3.357, 0.449, 1.094], [1.463, 1.128, 1.690], [0.303, 2.524, -2.347], [0.736, 3.379, -1.021], [1.953, 2.166, -1.867], [-1.727, 2.819, 0.329], [-3.712, 1.714, 1.369], [-3.743, -0.697, 1.971], [-1.664, -2.022, 1.177], [1.102, -2.272, -1.980], [-0.205, -1.042, -2.167], [-0.597, -2.530, -1.310], [1.755, -1.815, 1.597], [1.749, -2.761, 0.049], [0.272, -2.737, 1.099], [2.258, 0.039, -1.120]]}

---

No. 4
{"formula": "C11H14N2OPV", "method": "ωB97M-V/def2-TZVPD", "total_charge": 0, "multiplicity": 3, "e_tot_ev": -51633.2233, "orbital_gap_ev": [5.83, 5.43], "species": ["C", "C", "C", "C", "C", "V", "P", "H", "H", "H", "H", "H", "H", "H", "H", "N", "C", "O", "C", "C", "C", "C", "N", "C", "H", "H", "H", "H", "H", "H"], "positions_angstrom": [[1.854, 2.986, -0.539], [1.338, 4.038, -1.289], [-0.010, 4.206, -1.647], [-1.081, 3.404, -1.222], [-0.967, 2.307, -0.377], [0.731, 1.418, -0.414], [2.600, 0.666, 1.160], [2.915, 3.102, -0.274], [1.998, 4.844, -1.648], [-0.258, 5.074, -2.260], [-1.935, 1.865, -0.080], [-2.065, 3.739, -1.577], [2.366, 0.321, 2.516], [3.756, 1.442, 1.401], [3.300, -0.529, 0.859], [-1.423, -4.970, -0.649], [-0.970, -3.746, -1.076], [-0.644, -3.559, -2.239], [-0.903, -2.658, -0.056], [-1.339, -2.766, 1.280], [-1.193, -1.667, 2.116], [-0.622, -0.487, 1.631], [-0.176, -0.388, 0.355], [-0.351, -1.440, -0.494], [-1.449, -5.726, -1.322], [-1.660, -5.150, 0.311], [-1.791, -3.693, 1.638], [-1.508, -1.708, 3.154], [-0.494, 0.382, 2.268], [-0.018, -1.309, -1.526]]}

---

| no. | molar mass (g/mol) |
| --- | --- |
| 1 | 174.2 |
| 2 | 190.2 |
| 3 | 206.2 |
| 4 | 272.2 |